Entry 1:
The following is a quantum chemistry calculation of a cluster of 3 separate species, H4IO2 in total in a non-equilibrium geometry, from the OMol25 dataset.

Values from the calculation:
Calculated total energy: -12263.4785 eV
Net charge: -1
Lowest unoccupied orbital energy: 3.6 eV
ΔE to the lowest compared entry with this formula, charge and spin: 4.5 kcal per mole
Frontier orbital gap: 7.620 eV

CARTESIAN COORDINATES (ANGSTROEM)
I1 21.884 23.096 8.034
O1 21.012 25.051 5.077
H1 21.176 24.387 5.772
H2 20.047 25.189 5.174
O2 25.056 22.925 9.473
H3 24.958 22.026 9.727
H4 24.175 23.058 9.217

Table of Mulliken atomic charges, one value per atom, all in e:
1. I -0.774
2. O -0.637
3. H 0.224
4. H 0.298
5. O -0.598
6. H 0.305
7. H 0.181



Entry 2:
The following is a quantum chemistry calculation of a cluster of 2 separate species, C2H8NS in total in a non-equilibrium geometry, from the OMol25 dataset.

Values from the calculation:
Calculated total energy: -14529.3581 eV
Net charge: -1
Lowest unoccupied orbital energy: 4.2 eV
ΔE to the lowest compared entry with this formula, charge and spin: 17.0 kcal per mole
Frontier orbital gap: 7.010 eV

CARTESIAN COORDINATES (ANGSTROEM)
S1 1.537 1.421 2.245
H1 1.380 2.523 1.508
C1 -0.452 0.307 -1.316
C2 -0.788 -0.765 -0.190
N1 0.575 -1.260 0.328
H2 -0.760 -0.100 -2.312
H3 0.612 0.287 -1.455
H4 -0.756 1.342 -1.145
H5 -1.374 -1.653 -0.379
H6 -1.242 -0.186 0.687
H7 0.391 -1.577 1.284
H8 0.876 -0.340 0.745

Table of Mulliken atomic charges, one value per atom, all in e:
1. S -0.837
2. H -0.053
3. C -1.038
4. C -0.198
5. N -0.756
6. H 0.270
7. H 0.365
8. H 0.290
9. H 0.370
10. H 0.200
11. H 0.292
12. H 0.094



Entry 3:
The following is a quantum chemistry calculation of a structure of composition C84H80F4N3P2Pd in a non-equilibrium geometry, from the OMol25 dataset.

Values from the calculation:
Calculated total energy: -125797.7842 eV
Net charge: +1
Lowest unoccupied orbital energy: -4.7 eV
Frontier orbital gap: 2.797 eV

CARTESIAN COORDINATES (ANGSTROEM)
C1 -4.571 -3.413 -6.039
C2 -3.121 -3.314 -5.579
C3 -2.194 -2.793 -6.679
C4 -2.697 -4.664 -5.015
C5 -2.119 -5.627 -5.843
C6 -1.833 -6.900 -5.345
C7 -2.154 -7.216 -4.027
C8 -2.761 -6.279 -3.188
C9 -3.120 -6.714 -1.764
C10 -1.860 -6.881 -0.914
C11 -3.972 -7.991 -1.766
C12 -3.022 -4.989 -3.688
N1 -3.660 -3.993 -2.852
N2 -5.007 -3.821 -2.883
N3 -5.235 -2.782 -2.023
C13 -6.576 -2.490 -1.557
C14 -7.059 -3.094 -0.384
C15 -6.272 -4.229 0.269
C16 -6.399 -5.507 -0.555
C17 -6.643 -4.491 1.734
C18 -8.303 -2.697 0.111
C19 -9.107 -1.816 -0.614
C20 -8.659 -1.306 -1.829
C21 -7.375 -1.601 -2.290
C22 -6.891 -0.988 -3.609
C23 -7.170 0.516 -3.693
C24 -7.510 -1.717 -4.801
C25 -4.051 -2.348 -1.436
C26 -4.017 -1.387 -0.360
C27 -3.121 -1.588 0.722
C28 -3.102 -0.699 1.797
C29 -3.948 0.412 1.805
C30 -4.837 0.626 0.743
C31 -4.875 -0.258 -0.327
C32 -3.015 -3.050 -2.036
C33 -1.640 -2.932 -1.949
H1 -5.211 -3.774 -5.224
H2 -4.945 -2.438 -6.373
H3 -4.651 -4.124 -6.875
H4 -3.071 -2.593 -4.752
H5 -1.157 -2.746 -6.323
H6 -2.231 -3.430 -7.572
H7 -2.497 -1.779 -6.963
H8 -1.911 -5.377 -6.886
H9 -1.367 -7.650 -5.989
H10 -1.952 -8.213 -3.626
H11 -3.719 -5.906 -1.328
H12 -1.311 -5.932 -0.851
H13 -2.121 -7.197 0.103
H14 -1.191 -7.633 -1.357
H15 -4.899 -7.851 -2.340
H16 -3.426 -8.830 -2.218
H17 -4.251 -8.273 -0.742
H18 -5.220 -3.911 0.255
H19 -6.063 -5.353 -1.588
H20 -5.806 -6.317 -0.111
H21 -7.450 -5.830 -0.598
H22 -6.527 -3.587 2.347
H23 -7.678 -4.847 1.828
H24 -5.982 -5.263 2.149
H25 -8.658 -3.101 1.062
H26 -10.092 -1.536 -0.239
H27 -9.295 -0.654 -2.432
H28 -5.802 -1.130 -3.635
H29 -6.698 1.055 -2.862
H30 -6.767 0.915 -4.633
H31 -8.250 0.714 -3.660
H32 -7.369 -2.802 -4.725
H33 -8.590 -1.519 -4.840
H34 -7.053 -1.371 -5.737
H35 -2.469 -2.460 0.685
H36 -2.409 -0.872 2.616
H37 -3.909 1.123 2.634
H38 -5.498 1.497 0.745
H39 -5.563 -0.100 -1.166
H40 -1.267 -2.177 -1.276
H41 -1.020 -3.555 -2.586
F1 7.012 0.484 -3.059
C34 5.979 0.163 -2.205
C35 5.964 -1.101 -1.621
C36 4.959 -1.318 -0.678
F2 4.991 -2.486 0.051
C37 3.962 -0.392 -0.393
C38 4.008 0.877 -1.010
C39 3.021 1.910 -0.610
C40 3.116 3.242 -1.159
C41 2.090 4.159 -1.323
C42 0.707 3.996 -1.015
C43 0.010 5.108 -0.472
C44 -1.321 4.972 -0.134
F3 -1.951 6.036 0.470
C45 -2.065 3.817 -0.380
C46 -1.364 2.751 -0.944
F4 -2.053 1.581 -1.197
C47 -0.017 2.801 -1.284
Pd1 3.751 2.683 1.274
P1 5.819 3.434 1.827
C48 6.598 3.972 0.274
C49 6.263 5.227 -0.263
C50 6.845 5.655 -1.456
C51 7.739 4.822 -2.136
C52 8.053 3.563 -1.618
C53 7.495 3.138 -0.412
C54 6.030 4.884 2.903
C55 7.208 5.646 2.779
C56 7.402 6.768 3.583
C57 6.441 7.126 4.535
C58 5.280 6.360 4.676
C59 5.072 5.236 3.873
C60 6.858 2.115 2.533
C61 7.807 2.386 3.539
C62 8.565 1.346 4.079
C63 8.371 0.027 3.660
C64 7.425 -0.249 2.667
C65 6.679 0.787 2.098
P2 2.418 2.330 3.059
C66 1.667 0.724 2.706
C67 1.955 -0.427 3.456
C68 1.494 -1.666 3.006
C69 0.796 -1.770 1.799
C70 0.468 -0.618 1.079
C71 0.849 0.632 1.566
C72 3.205 2.321 4.692
C73 2.664 3.053 5.768
C74 3.378 3.165 6.962
C75 4.619 2.543 7.110
C76 5.148 1.791 6.055
C77 4.432 1.653 4.865
C78 1.001 3.452 3.159
C79 -0.285 2.947 3.439
C80 -1.352 3.825 3.611
C81 -1.143 5.206 3.552
C82 0.134 5.710 3.286
C83 1.198 4.842 3.042
C84 5.014 1.136 -1.965
H42 6.708 -1.855 -1.863
H43 3.187 -0.603 0.344
H44 2.029 1.508 -0.388
H45 4.101 3.501 -1.557
H46 2.378 5.169 -1.652
H47 0.547 6.043 -0.291
H48 -3.129 3.761 -0.170
H49 0.467 1.970 -1.805
H50 5.563 5.879 0.268
H51 6.601 6.639 -1.857
H52 8.186 5.155 -3.074
H53 8.734 2.904 -2.154
H54 7.769 2.170 0.006
H55 7.973 5.363 2.052
H56 8.305 7.365 3.465
H57 6.597 8.004 5.166
H58 4.529 6.635 5.420
H59 4.178 4.615 4.000
H60 7.962 3.404 3.892
H61 9.314 1.561 4.843
H62 8.944 -0.786 4.107
H63 7.261 -1.268 2.320
H64 5.942 0.566 1.322
H65 2.521 -0.341 4.385
H66 1.690 -2.565 3.587
H67 0.485 -2.747 1.416
H68 -0.092 -0.684 0.145
H69 0.549 1.540 1.033
H70 1.680 3.515 5.670
H71 2.964 3.752 7.783
H72 5.174 2.637 8.047
H73 6.121 1.311 6.161
H74 4.837 1.039 4.053
H75 -0.449 1.872 3.538
H76 -2.350 3.429 3.800
H77 -1.979 5.890 3.699
H78 0.295 6.791 3.260
H79 2.177 5.240 2.757
H80 5.063 2.094 -2.480

Mulliken atomic charge list, values in e, 99 entries:
1. C -1.207
2. C 1.477
3. C -1.855
4. C 0.673
5. C -0.433
6. C -1.503
7. C -0.303
8. C 0.982
9. C 2.058
10. C -1.488
11. C -1.554
12. C -2.238
13. N 2.483
14. N -1.099
15. N 2.078
16. C -0.963
17. C 0.439
18. C 2.002
19. C -1.292
20. C -2.079
21. C -0.912
22. C -1.510
23. C -0.445
24. C 0.635
25. C 1.132
26. C -1.381
27. C -1.640
28. C -0.653
29. C 0.823
30. C -0.902
31. C -0.956
32. C -0.623
33. C -0.973
34. C 0.732
35. C 1.220
36. C -1.813
37. H 0.246
38. H 0.345
39. H 0.318
40. H -0.206
41. H 0.388
42. H 0.339
43. H 0.460
44. H 0.222
45. H 0.361
46. H 0.333
47. H -1.119
48. H 0.321
49. H 0.406
50. H 0.322
51. H 0.342
52. H 0.367
53. H 0.428
54. H -0.417
55. H 0.161
56. H 0.384
57. H 0.395
58. H 0.419
59. H 0.371
60. H 0.461
61. H 0.344
62. H 0.384
63. H 0.366
64. H -0.030
65. H 0.252
66. H 0.448
67. H 0.290
68. H 0.279
69. H 0.411
70. H 0.416
71. H 0.736
72. H 0.452
73. H 0.426
74. H 0.491
75. H 0.052
76. H -0.182
77. H 0.338
78. F -0.371
79. C 0.155
80. C -0.968
81. C 0.450
82. F -0.376
83. C -0.058
84. C 1.036
85. C -0.883
86. C 1.100
87. C -1.748
88. C 0.836
89. C -0.700
90. C 0.322
91. F -0.415
92. C -0.810
93. C 0.597
94. F -0.139
95. C -0.951
96. Pd 0.682
97. P 1.218
98. C 0.761
99. C -0.328



Entry 4:
The following is a quantum chemistry calculation of a cluster of 2 separate species, C17H28FIN2O2Si2 in total, from the OMol25 dataset.

Values from the calculation:
Calculated total energy: -51724.2501 eV
Net charge: +2
Lowest unoccupied orbital energy: -7.7 eV
ΔE to the lowest compared entry with this formula, charge and spin: 0.0 kcal per mole
Frontier orbital gap: 5.362 eV

CARTESIAN COORDINATES (ANGSTROEM)
C1 -2.962 4.841 -2.137
C2 -2.690 3.592 -1.277
C3 -3.720 3.486 -0.150
C4 -2.695 2.297 -2.121
C5 -1.291 1.774 -2.460
Si1 -1.226 0.506 -3.809
O1 -0.027 -0.558 -3.415
F1 -0.868 1.234 -5.169
O2 -2.601 -0.350 -3.972
Si2 -3.965 -0.180 -4.903
I1 -4.725 -2.383 -5.490
H1 -3.978 5.205 -1.982
H2 -2.844 4.635 -3.202
H3 -2.283 5.660 -1.900
H4 -1.694 3.688 -0.833
H5 -4.693 3.210 -0.565
H6 -3.839 4.431 0.380
H7 -3.447 2.723 0.586
H8 -3.257 2.472 -3.043
H9 -3.252 1.516 -1.591
H10 -0.822 1.352 -1.562
H11 -0.643 2.604 -2.760
H12 -0.138 -1.442 -3.771
H13 -3.637 0.582 -6.115
H14 -4.998 0.481 -4.092
C6 6.839 -3.215 4.032
N1 5.514 -2.781 3.523
C7 4.973 -3.437 2.481
C8 3.740 -3.084 1.986
C9 3.040 -2.035 2.580
C10 3.621 -1.367 3.652
C11 4.863 -1.761 4.102
C12 1.694 -1.642 2.080
C13 0.600 -1.608 2.939
C14 -0.631 -1.226 2.450
N2 -0.782 -0.883 1.162
C15 0.257 -0.917 0.312
C16 1.508 -1.297 0.744
C17 -2.102 -0.445 0.644
H15 7.559 -3.170 3.219
H16 6.755 -4.231 4.407
H17 7.143 -2.549 4.832
H18 5.557 -4.247 2.068
H19 3.333 -3.638 1.153
H20 3.130 -0.535 4.137
H21 5.361 -1.274 4.928
H22 0.685 -1.886 3.980
H23 -1.514 -1.186 3.070
H24 0.059 -0.635 -0.717
H25 2.323 -1.303 0.033
H26 -2.370 -1.086 -0.193
H27 -2.016 0.588 0.314
H28 -2.842 -0.527 1.432

Table of Mulliken atomic charges, one value per atom, all in e:
1. C -1.469
2. C 0.888
3. C -1.688
4. C -1.113
5. C -0.625
6. Si 0.446
7. O -0.569
8. F -0.244
9. O 0.065
10. Si 0.148
11. I -0.072
12. H 0.385
13. H 0.375
14. H 0.315
15. H 0.281
16. H 0.389
17. H 0.467
18. H 0.280
19. H 0.563
20. H 0.282
21. H 0.254
22. H 0.480
23. H 0.312
24. H -0.068
25. H -0.091
26. C -0.856
27. N -0.017
28. C -0.374
29. C -0.620
30. C 0.626
31. C -0.744
32. C -0.099
33. C 0.824
34. C -0.656
35. C -0.202
36. N 0.059
37. C -0.236
38. C -0.798
39. C -0.836
40. H 0.383
41. H 0.377
42. H 0.270
43. H 0.496
44. H 0.527
45. H 0.517
46. H 0.400
47. H 0.552
48. H 0.403
49. H 0.457
50. H 0.556
51. H 0.396
52. H 0.308
53. H 0.297



no.,highest occupied orbital energy (eV)
1,-3.98
2,-2.80
3,-7.46
4,-13.08